{
  "formula": "C40H114N6O16",
  "method": "ωB97M-V/def2-TZVPD",
  "symbols": ["O", "O", "O", "O", "O", "O", "O", "O", "O", "O", "O", "O", "O", "O", "O", "O", "N", "N", "N", "N", "N", "N", "C", "C", "C", "C", "C", "C", "C", "C", "C", "C", "C", "C", "C", "C", "C", "C", "C", "C", "C", "C", "C", "C", "C", "C", "C", "C", "C", "C", "C", "C", "C", "C", "C", "C", "C", "C", "C", "C", "C", "C", "H", "H", "H", "H", "H", "H", "H", "H", "H", "H", "H", "H", "H", "H", "H", "H", "H", "H", "H", "H", "H", "H", "H", "H", "H", "H", "H", "H", "H", "H", "H", "H", "H", "H", "H", "H", "H", "H", "H", "H", "H", "H", "H", "H", "H", "H", "H", "H", "H", "H", "H", "H", "H", "H", "H", "H", "H", "H", "H", "H", "H", "H", "H", "H", "H", "H", "H", "H", "H", "H", "H", "H", "H", "H", "H", "H", "H", "H", "H", "H", "H", "H", "H", "H", "H", "H", "H", "H", "H", "H", "H", "H", "H", "H", "H", "H", "H", "H", "H", "H", "H", "H", "H", "H", "H", "H", "H", "H", "H", "H", "H", "H", "H", "H"],
  "coordinates": [[-0.47003, 3.42116, -2.83949], [3.00574, 2.45862, 0.40643], [-0.05629, 5.56505, 1.24417], [-0.51934, -5.68465, -5.26938], [0.65738, -4.01603, 3.80988], [-1.23390, 1.89646, 6.27313], [-2.89089, -0.74298, -2.76155], [-4.10447, 0.61659, 2.79753], [2.65337, 0.35852, -4.27976], [2.19362, -6.52584, -1.68612], [-4.36909, 1.34884, -1.38578], [2.84039, -4.30296, 0.06214], [-2.99382, -2.96781, -4.79208], [0.14974, -4.51141, 0.43121], [-0.61222, -0.30598, 0.97920], [4.81816, -2.25011, 0.64995], [2.54895, 7.86459, 2.21156], [-1.59714, -5.49872, 6.28321], [1.96916, 5.20959, -4.82785], [4.01290, -0.23501, 2.78442], [-3.58053, 2.91400, 1.25809], [1.28634, 1.02232, -1.97497], [-4.50725, -0.72128, 2.91286], [1.23385, 5.95697, 1.62533], [5.66615, -2.37625, -0.48267], [-3.18834, -2.10109, -2.48033], [-0.41220, -4.12011, 4.67858], [-0.21723, 4.16342, 1.26743], [3.50106, -6.00982, -1.55702], [3.70468, -5.41741, -0.17214], [3.23812, 0.85330, 2.17758], [-0.87749, -5.50376, 0.20096], [-4.62236, 2.87087, 2.28343], [-0.38670, -5.45329, 5.49376], [-6.37643, -0.12021, -1.24614], [0.15110, -3.77985, -3.64688], [0.97194, 8.01492, 0.28017], [-5.76755, 3.81904, 1.94748], [1.22481, 7.46597, 1.70449], [-2.25489, -4.97666, 0.57832], [-1.68573, 1.93120, 4.93124], [-1.68073, 2.80238, -3.17704], [0.73023, -2.72197, 3.31952], [4.17447, 0.93667, -5.96168], [-3.83939, -2.82544, -3.64726], [0.08927, 4.03345, -3.93381], [-0.87364, 1.08938, 3.99786], [1.42513, 4.58159, -3.56383], [-0.59358, -5.11213, -3.92455], [-5.74982, 1.16558, -1.73641], [-5.15678, 1.44453, 2.43487], [-0.35094, -6.59592, 4.50576], [5.10797, -1.92791, -1.79396], [3.55761, 3.23191, -0.66222], [3.91514, 1.47748, 0.95631], [3.30393, 1.45163, -4.89522], [-1.76042, -1.06102, 0.49633], [-0.11724, 0.64832, -0.00872], [1.26926, 5.43659, -2.28435], [1.41360, -1.15482, -0.81090], [0.54227, 0.02219, -1.22720], [2.95055, 1.83214, 3.29597], [-0.97829, 1.29268, -0.24240], [-0.11609, -7.56278, 4.95636], [-4.01679, -3.86668, -3.31764], [4.09395, -2.90816, 0.59995], [-6.51644, 3.72691, 2.73494], [-0.05081, 7.78327, 0.00060], [-3.86726, -2.17634, -1.62325], [-5.87738, -0.96213, -1.71738], [1.49811, 6.11157, -4.95259], [-1.93393, -0.70643, -2.65597], [6.08210, -3.39040, -0.51712], [1.15911, -3.83399, -4.05308], [-5.79365, 1.26980, -2.82659], [-0.22215, -2.38949, 2.87645], [-1.61992, 2.97779, 4.62264], [2.29686, 0.37258, 1.88160], [2.75525, 3.87060, -1.04866], [3.50241, -5.27063, -2.36266], [4.38109, 3.85107, -0.27450], [-1.84621, -6.42185, 6.62229], [-1.56323, 2.14626, -4.04275], [2.10416, -7.32713, -1.16256], [-2.45496, 3.54327, -3.37694], [0.98602, -2.00452, 4.09976], [4.30587, -2.58866, -2.11586], [-2.84012, 2.32658, 1.63809], [-4.20516, 3.19048, 3.25115], [-0.23535, -0.41212, -1.86075], [4.27375, -6.77884, -1.76344], [2.56475, 2.17119, -5.28808], [4.72348, 1.71618, -6.47231], [-3.88974, 2.54760, 0.35313], [1.05939, 9.09892, 0.29331], [0.23312, 3.31320, -4.74985], [-0.81679, 0.02574, 4.29186], [0.63536, 1.25571, 0.52305], [-6.30939, -0.22136, -0.15160], [-1.97274, 2.18699, -2.31494], [-0.00723, 3.76691, 2.27304], [4.90723, 0.23906, -5.52682], [-0.52276, 4.87704, -4.30805], [2.52611, 7.85341, 3.23996], [-0.44786, -3.28763, 5.42856], [3.92193, 2.57917, -1.47028], [0.49175, 3.66568, 0.56518], [2.06834, 1.29250, -1.38020], [-5.99840, 1.42507, 3.16929], [2.20639, 2.61528, 3.06443], [-2.71881, 1.59976, 4.82792], [3.93869, 2.01397, -4.18311], [3.54417, 0.42087, -6.69586], [-5.44141, 4.85308, 2.02135], [0.13639, 1.46764, 3.88962], [-4.80825, -2.39818, -3.94325], [2.55836, 1.28089, 4.15932], [-3.04311, -5.73694, 0.50796], [0.51542, -5.53003, 6.10082], [1.53996, 5.52336, 2.59504], [-2.26683, -2.65856, -2.22706], [-7.42858, -0.11654, -1.52331], [1.90494, -4.58989, -0.03784], [-1.33481, 1.13325, 3.00685], [-3.84539, 0.63103, -1.77456], [2.01984, 5.63523, 0.88833], [-2.20722, -4.62886, 1.62153], [0.50482, 7.83529, 2.44199], [2.01682, -1.46261, -1.66852], [-0.30162, -2.89933, -4.10702], [-0.25873, -5.93238, -3.28148], [0.35185, -4.47900, 1.37586], [1.48751, -2.70281, 2.53867], [0.42254, -6.38390, 3.75403], [3.87789, 2.32598, 3.62104], [4.87672, 1.97074, 1.21128], [-5.50979, 1.04639, 1.47187], [1.61349, 7.64664, -0.50180], [4.66346, -0.91462, -1.71153], [0.91503, -2.05364, -0.43468], [5.85496, -1.89060, -2.59739], [6.49790, -1.69399, -0.30084], [-1.49010, -1.75106, -0.33607], [-6.27860, 3.66001, 0.99573], [-4.90563, -1.10988, 1.93938], [-6.28786, 1.99118, -1.29108], [-3.16010, -2.31230, -5.47187], [0.60007, 6.28224, -2.52113], [0.27882, -3.64425, -2.57010], [-0.89488, -5.12084, -5.94967], [-0.88326, 1.02751, 6.43310], [4.31620, -0.85313, 2.04367], [-5.31536, -0.82635, 3.66186], [-1.29245, -6.68850, 3.93095], [-2.52586, -4.13099, -0.06794], [4.73976, 0.15647, 3.37057], [-2.56010, -0.37419, 0.16970], [3.55468, -6.21490, 0.55886], [4.74348, -5.11939, -0.08028], [-1.63958, -4.86906, -3.67907], [2.22556, 5.82696, -1.94102], [2.88624, 8.79238, 1.94294], [-1.25648, 3.92678, 1.01104], [2.12552, 0.67285, -3.50470], [-0.75096, -5.75521, -0.85466], [2.11518, -0.81232, -0.02381], [-1.31899, -4.04780, 4.03773], [0.70017, 1.86402, -2.07319], [2.97709, 5.31068, -4.82782], [2.13616, 3.79207, -3.31023], [4.14813, 0.68348, 0.21476], [-2.16240, -1.66777, 1.33401], [0.79741, 4.88400, -1.47748], [-0.65974, -6.41378, 0.77001], [-1.50827, -4.97092, 7.15503], [-3.66431, -1.36829, 3.20629]],
  "atomic_forces_ev_per_a": [[-0.52, -0.51, 0.77], [0.42, -0.40, -0.23], [-0.09, -0.49, 0.02], [0.43, 0.32, 1.15], [0.76, -0.61, 0.16], [-0.16, 0.43, 0.12], [0.31, -0.20, 0.10], [0.83, -0.73, 0.78], [0.02, 0.14, 0.11], [-0.64, -0.47, 0.05], [-0.39, -0.20, 0.40], [0.47, -0.55, -0.02], [0.20, -0.08, 0.31], [-0.35, -0.34, 0.10], [-0.58, -0.39, -1.06], [-0.53, -0.29, -0.25], [0.60, 0.18, 0.65], [-0.62, 0.27, 1.15], [-1.06, 0.03, 1.28], [-0.57, 0.49, -0.37], [0.40, 0.28, 0.67], [-0.19, 0.44, 0.21], [-0.44, -0.66, -0.28], [0.40, -0.12, 0.03], [1.00, 0.38, 0.53], [-0.10, -0.87, -0.24], [-1.05, -0.40, 1.25], [0.19, -0.35, -0.20], [0.02, -0.05, -0.23], [-0.35, 0.11, -0.64], [-0.07, -0.43, 0.63], [0.40, 0.05, 0.00], [-0.63, -0.23, -0.97], [-0.21, 0.22, -1.21], [0.28, 0.06, 0.14], [0.69, -0.98, -0.61], [-0.72, 0.66, 1.18], [-0.22, 0.20, 0.80], [1.19, 0.55, -0.75], [0.16, 0.23, -0.04], [-0.08, 0.16, -0.15], [-0.35, -0.59, 0.66], [0.15, 0.99, -0.82], [0.47, -0.93, -0.84], [-0.05, -0.57, -0.49], [0.59, 0.20, -1.23], [0.22, -0.29, -0.58], [1.33, 0.65, -0.07], [-0.72, 0.63, -0.65], [0.76, 0.27, -0.16], [-0.68, 0.47, -0.07], [0.03, -0.32, -0.97], [-1.14, 0.39, -0.60], [-0.07, -0.31, 0.57], [-0.27, 0.46, -0.28], [-0.60, 0.80, 1.05], [0.65, 0.31, 0.31], [-0.63, -0.34, 1.42], [-0.04, 0.73, -1.09], [1.12, 0.28, 0.11], [-0.72, -1.01, 0.47], [-0.45, 0.67, 0.34], [0.24, 0.12, -0.36], [-0.11, 0.07, 0.09], [-0.13, 0.44, 0.02], [0.22, 0.34, -0.18], [-0.25, -0.10, -0.01], [-0.13, -0.08, -0.08], [0.03, 0.09, 0.04], [-0.08, -0.31, 0.02], [0.59, -0.29, -0.09], [-0.03, 0.58, -0.21], [-0.04, 0.05, -0.18], [0.22, -0.05, -0.02], [-0.44, -0.16, 0.05], [0.02, -0.11, 0.00], [-0.15, -0.02, -0.01], [-0.02, 0.35, -0.29], [0.28, -0.19, 0.19], [0.57, 0.23, 0.32], [-0.11, -0.07, -0.25], [0.23, -0.19, -0.46], [0.01, -0.02, -0.15], [0.03, -0.06, 0.05], [-0.14, 0.02, -0.04], [0.16, 0.08, 0.10], [-0.17, -0.06, -0.18], [0.06, -0.03, -0.62], [0.08, -0.15, -0.30], [-0.10, 0.22, -0.38], [-0.29, 0.30, 0.08], [0.14, -0.09, -0.01], [0.09, 0.32, -0.11], [0.04, -0.11, 0.46], [0.01, 0.22, -0.03], [-0.19, 0.07, -0.11], [-0.14, 0.35, -0.02], [-0.26, -0.24, -0.13], [0.05, 0.06, -0.39], [-0.13, 0.26, -0.24], [-0.01, 0.01, -0.05], [-0.28, 0.06, -0.27], [-0.12, -0.24, 0.06], [0.17, -0.02, -0.69], [0.13, -0.28, -0.60], [0.06, 0.13, 0.07], [-0.38, 0.23, 0.28], [-0.04, 0.14, -0.01], [0.45, -0.18, -0.23], [0.43, -0.30, -0.19], [-0.27, 0.12, 0.32], [-0.24, -0.10, 0.13], [0.34, -0.11, 0.03], [0.20, 0.08, -0.34], [0.30, 0.01, 0.07], [0.21, 0.08, 0.22], [0.11, 0.02, -0.17], [0.28, 0.07, -0.05], [0.26, 0.37, 0.02], [-0.26, -0.03, -0.11], [-0.30, 0.28, -0.08], [-0.10, -0.16, -0.05], [0.35, 0.18, 0.01], [0.08, -0.21, 0.05], [-0.08, -0.04, -0.14], [-0.59, 0.19, 0.38], [-0.15, -0.02, -0.25], [-0.59, -0.26, -0.55], [0.02, 0.00, 0.00], [-0.32, -0.20, 0.11], [0.15, 0.34, -0.10], [-0.14, 0.06, 0.13], [0.13, 0.14, 0.02], [-0.04, -0.16, 0.27], [-0.14, -0.02, -0.10], [-0.37, -0.18, 0.12], [-0.41, 0.48, -0.08], [0.53, -0.43, 0.06], [0.27, -0.47, 0.01], [-0.30, 0.42, -0.02], [0.00, -0.11, 0.33], [0.21, -0.18, 0.42], [-0.04, 0.41, 0.53], [0.32, -0.18, -0.08], [0.23, 0.27, 0.51], [-0.01, 0.41, 0.03], [-0.19, 0.26, 0.24], [0.24, -0.11, 0.20], [-0.24, 0.06, 0.05], [-0.16, 0.41, 0.34], [0.19, -0.54, 0.20], [0.70, -0.25, 0.29], [0.27, -0.01, -0.18], [0.20, 0.10, 0.45], [0.02, -0.14, 0.22], [0.34, -0.37, -0.33], [0.19, -0.10, 0.00], [-0.18, -0.05, 0.22], [0.11, 0.42, 0.14], [0.01, -0.53, -0.12], [0.06, 0.10, -0.03], [-0.55, -0.42, -0.09], [0.28, 0.14, -0.05], [0.13, -0.24, -0.24], [-0.36, 0.04, 0.05], [-0.20, -0.26, -0.29], [-0.10, -0.23, 0.75], [0.32, -0.25, -0.08], [-0.20, 0.22, 0.22], [-0.19, -0.36, -0.18], [-0.18, 0.32, 0.15], [0.45, 0.39, -0.41], [0.00, -0.15, 0.00], [0.07, 0.07, 0.03], [0.06, 0.15, -0.49], [-0.19, 0.51, -0.05]],
  "lowdin_charge": [-0.211, -0.236, -0.184, -0.085, -0.194, -0.064, -0.070, -0.208, -0.112, -0.071, -0.120, -0.098, -0.069, -0.108, -0.210, -0.104, 0.013, 0.025, 0.049, 0.054, 0.064, 0.089, -0.115, -0.241, -0.323, -0.251, -0.227, -0.099, -0.238, -0.217, -0.445, -0.262, -0.415, -0.436, -0.070, -0.075, -0.050, -0.064, -0.416, -0.064, -0.326, -0.085, -0.118, -0.107, -0.224, -0.265, -0.081, -0.410, -0.275, -0.290, -0.228, -0.075, -0.086, -0.093, -0.170, -0.386, -0.073, -0.159, -0.064, -0.021, -0.405, -0.068, 0.117, 0.076, 0.124, 0.057, 0.072, 0.076, 0.112, 0.052, 0.072, 0.064, 0.103, 0.071, 0.116, 0.081, 0.114, 0.117, 0.051, 0.122, 0.099, 0.072, 0.095, 0.089, 0.100, 0.093, 0.059, 0.050, 0.140, 0.111, 0.127, 0.103, 0.071, 0.055, 0.070, 0.128, 0.081, 0.112, 0.062, 0.073, 0.080, 0.082, 0.141, 0.076, 0.134, 0.085, 0.075, 0.070, 0.137, 0.066, 0.094, 0.104, 0.083, 0.076, 0.055, 0.123, 0.075, 0.081, 0.137, 0.125, 0.107, 0.079, 0.054, 0.055, 0.032, 0.130, 0.069, 0.138, 0.079, 0.062, 0.095, 0.069, 0.092, 0.072, 0.085, 0.134, 0.107, 0.054, 0.072, 0.066, 0.083, 0.111, 0.066, 0.073, 0.090, 0.101, 0.090, 0.092, 0.056, 0.070, 0.064, 0.029, 0.094, 0.087, 0.055, 0.071, 0.085, 0.122, 0.103, 0.081, 0.071, 0.068, 0.069, 0.017, 0.100, 0.081, 0.125, 0.082, 0.065, 0.109, 0.112, 0.078, 0.059, 0.112, 0.079, 0.083],
  "multiplicity": 1,
  "homo_lumo_gap_ev": 9.2,
  "energy_ev": -85024.906,
  "homo_ev": -8.8
}